(1)
Density functional theory data (wB97M-V/def2-TZVPD) for 2 unconnected molecules or ions with the total composition C25H26F2O3.

Its multiplicity is 1. As for the total charge: 0. The electronic energy comes out at -37921.812 eV. For the frontier orbital gap, the calculation gives 6.464 eV.

The geometry in XYZ format:
```
56
Properties=species:S:1:pos:R:3:mulliken_charge:R:1
C -2.414 -2.118 4.017 -1.2032
C -1.724 -2.797 2.866 -0.2855
O -0.872 -1.775 2.307 -0.1545
C -0.150 -2.182 1.226 -0.2652
C 0.853 -1.127 0.911 1.8070
C 1.827 -1.716 -0.017 0.0892
O 1.552 -1.997 -1.181 -0.6847
C 3.264 -1.882 0.508 -0.8534
C 3.997 -0.561 0.219 -0.7815
C 3.295 0.678 0.796 -0.2890
C 2.638 0.382 2.155 -1.1552
C 1.248 -0.295 2.099 -0.4944
O -0.365 -3.236 0.658 -0.6395
H -3.118 -2.830 4.457 0.4160
H -1.675 -1.825 4.779 0.2908
H -2.966 -1.225 3.692 0.2205
H -1.078 -3.620 3.217 0.4152
H -2.439 -3.174 2.120 0.3045
H 3.296 -2.121 1.592 0.2438
H 3.704 -2.708 -0.077 0.4433
H 5.001 -0.604 0.668 0.3597
H 4.116 -0.458 -0.871 0.3392
H 4.043 1.479 0.929 0.4582
H 2.556 1.064 0.081 0.0124
H 3.336 -0.217 2.762 0.4317
H 2.464 1.314 2.712 0.4716
H 0.488 0.512 2.217 0.1996
H 1.119 -0.888 3.036 0.1539
F -4.223 2.382 1.902 -0.3423
C -3.741 1.203 1.385 0.0601
C -4.601 0.103 1.337 -0.6687
C -4.066 -1.124 0.903 -0.6096
C -2.776 -1.188 0.393 -0.4964
C -1.955 -0.036 0.375 0.8691
C -0.692 -0.070 -0.353 -0.5284
C -0.190 1.111 -0.991 -0.4608
C 0.503 0.933 -2.184 -0.1913
C 0.584 1.801 -3.324 0.6784
C -0.006 3.094 -3.334 -0.6043
C 0.033 3.868 -4.496 0.3334
F -0.557 5.114 -4.492 -0.3206
C 0.616 3.426 -5.679 -0.6416
C 1.181 2.137 -5.672 -0.3995
C 1.193 1.344 -4.526 -0.7458
C -2.401 1.143 0.997 -0.4731
H -5.640 0.173 1.658 0.4066
H -4.639 -2.045 0.988 0.4248
H -2.399 -2.111 -0.061 0.5428
H -0.490 -1.037 -0.873 0.8463
H -0.386 2.107 -0.553 0.1706
H 0.998 -0.037 -2.308 0.2215
H -0.503 3.442 -2.433 0.3934
H 0.598 4.054 -6.571 0.4254
H 1.638 1.771 -6.586 0.3722
H 1.663 0.358 -4.537 0.4126
H -1.739 2.010 1.156 0.4750
```

---

(2)
Density functional theory data (wB97M-V/def2-TZVPD) for a molecular structure, C25H26MgN7O6S2.

For the energy above the lowest of the compared OMol25 structures with the same formula, charge and spin, the calculation gives 36.93 kJ/mol. Its multiplicity is 1. As for the total charge: +1. The electronic energy comes out at -76175.815 eV. For the frontier orbital gap, the calculation gives 5.746 eV.

The geometry in XYZ format:
```
67
Properties=species:S:1:pos:R:3:mulliken_charge:R:1
Mg -12.906 10.117 9.286 3.0848
O -10.612 13.465 7.835 -0.4841
C -11.310 12.561 8.551 0.2516
O -12.416 12.062 8.265 -0.5714
C -10.622 12.181 9.789 0.7319
C -9.246 12.440 10.063 -0.8573
C -8.772 11.956 11.279 -0.6999
C -9.679 11.367 12.170 -1.0679
C -10.989 11.162 11.781 1.3135
N -11.421 11.459 10.550 -0.1229
C -12.033 10.490 12.545 -0.0424
O -11.594 9.862 13.693 -0.5027
O -13.180 10.390 12.117 -0.4493
H -11.208 13.775 7.099 0.4270
H -8.634 12.953 9.340 0.5421
H -7.717 12.014 11.529 0.4776
H -9.393 11.233 13.213 0.4401
H -10.625 9.975 13.777 0.3092
N -18.532 5.148 12.006 -0.4985
C -17.470 5.600 11.250 0.8024
C -17.113 6.990 11.326 -0.6909
C -16.081 7.559 10.562 -0.2382
C -15.299 6.707 9.752 -0.4754
C -15.665 5.342 9.621 -0.4373
C -16.672 4.773 10.404 -0.7503
S -13.942 7.392 8.723 1.4591
O -14.314 8.792 8.354 -0.7801
O -13.805 6.400 7.669 -0.7191
N -12.672 7.787 9.706 -0.3239
C -11.663 6.965 10.028 0.2577
N -10.596 7.582 10.616 -0.4126
C -9.536 6.849 10.960 -0.1137
C -9.491 5.462 10.809 -0.8008
C -10.626 4.918 10.199 -0.1650
N -11.620 5.632 9.755 -0.5274
H -19.304 5.779 12.216 0.2157
H -18.757 4.179 11.931 0.2138
H -17.670 7.645 11.977 0.3397
H -15.827 8.620 10.650 0.2824
H -15.110 4.748 8.925 0.5129
H -16.939 3.733 10.288 0.2723
H -8.715 7.402 11.388 0.4186
H -8.680 4.844 11.092 0.4205
H -10.755 3.858 10.009 0.4327
C -11.328 9.550 3.975 -1.7259
C -11.970 8.631 5.008 2.2917
C -11.407 7.218 4.813 -1.5495
C -13.493 8.646 4.837 -1.3167
C -11.634 9.168 6.346 -0.4642
N -11.714 9.489 7.458 -0.5913
H -11.622 9.251 2.945 0.4084
H -10.222 9.502 4.009 0.4010
H -11.668 10.605 4.116 0.3492
H -11.683 6.905 3.774 0.4023
H -11.840 6.472 5.519 0.2793
H -10.310 7.213 4.912 0.4114
H -13.741 8.323 3.796 0.4391
H -13.901 9.671 4.940 0.3392
H -13.985 7.976 5.565 0.2011
S -17.089 12.379 11.006 -0.1356
C -16.985 12.487 9.308 -0.2161
C -15.779 12.002 8.849 -0.8817
N -14.927 11.507 9.849 0.0478
C -15.452 11.706 11.029 -0.3784
H -17.742 12.934 8.657 0.4093
H -15.448 11.996 7.821 0.3683
H -14.929 11.493 11.957 0.4370
```